16
Properties=species:S:1:pos:R:3:forces:R:3 method="wB97M-V/def2-TZVPD" total_charge=0 e_homo_ev=-7.22 e_tot_ha=-379.789884 e_above_lowest_kj_mol=783.2 e_lumo_ev=-0.53 homo_lumo_gap_ha=0.2459
C -1.7714 1.5246 -0.3613 -1.7 1.1 -5.0
C -0.0178 0.0344 -1.4006 2.3 2.8 -6.0
C 1.1055 -0.7196 -0.9702 1.3 1.5 -6.2
C 0.7206 -0.9699 0.2435 1.8 -2.0 6.8
C -0.5026 -0.3844 0.6552 1.5 0.2 0.5
H -1.8719 2.2175 0.4990 -0.1 -2.1 0.7
H -2.8404 1.1877 -0.9839 2.9 1.2 2.5
H -1.3776 2.4348 -1.0039 -0.3 -2.2 0.3
H -0.2929 0.7448 -2.2151 1.3 -1.4 -0.6
H 2.1766 -0.9423 -1.5093 -3.4 0.5 1.3
H 1.2966 -2.4917 1.1032 1.6 0.6 1.2
H 2.8107 -1.5659 0.6678 -4.4 0.0 2.0
H 0.5421 0.2046 2.6231 -3.3 -0.8 -1.5
N -0.8239 0.3648 -0.4767 -3.6 1.2 6.4
N 1.7291 -1.5318 1.2311 0.5 -1.0 -3.2
O -0.8825 -0.1078 1.8981 3.5 0.4 0.7